No. 1
{
  "formula": "C7H8N2O2",
  "method": "the ωB97M-V functional and the def2-TZVPD basis",
  "largest_force_ev_per_a": 2.81,
  "e_above_lowest_kj_mol": 320.71,
  "homo_ev": -8.8,
  "symbols": ["C", "C", "C", "C", "C", "N", "C", "C", "N", "O", "O", "H", "H", "H", "H", "H", "H", "H", "H"],
  "xyz": [[0.955091, -2.383371, 0.228996], [0.252571, -1.084169, 0.021461], [-1.099705, -0.995688, 0.326144], [-1.823879, 0.241380, 0.314392], [-1.151078, 1.398900, 0.007377], [-1.887303, 2.614722, 0.023560], [0.204146, 1.331189, -0.352658], [0.828965, 0.103949, -0.343151], [2.223809, 0.102173, -0.762939], [2.859018, -0.940698, -0.860339], [2.714787, 1.163579, -1.058538], [0.206838, -3.161024, 0.560314], [1.491405, -2.722932, -0.664393], [1.703988, -2.342562, 0.988047], [-1.531608, -1.863964, 0.721953], [-2.886785, 0.240011, 0.465435], [-1.292193, 3.441638, 0.151038], [-2.512398, 2.584496, 0.820543], [0.744330, 2.272370, -0.587243]],
  "forces_ev_per_angstrom": [[-0.95, -1.48, -0.47], [-0.95, -0.38, 0.58], [-0.24, 2.39, 0.12], [1.32, -2.46, -0.37], [0.23, 0.83, -0.31], [0.78, 0.20, 0.47], [-0.68, 1.15, 0.22], [0.80, 0.45, -0.38], [1.29, -0.30, -0.60], [-0.62, 0.14, 0.32], [0.19, 0.95, -0.05], [0.72, 0.76, -0.47], [-0.42, -0.06, 0.20], [0.55, 0.27, 0.62], [-0.97, -1.09, 0.20], [-0.27, 0.05, 0.32], [-0.26, -0.54, -0.26], [-0.20, 0.16, -0.21], [-0.32, -1.04, 0.06]]
}


No. 2
{
  "formula": "C7H8N2O2S",
  "method": "the ωB97M-V functional and the def2-TZVPD basis",
  "largest_force_ev_per_a": 5.71,
  "e_above_lowest_kj_mol": 725.50,
  "homo_ev": -7.9,
  "symbols": ["C", "N", "C", "N", "O", "O", "C", "C", "C", "S", "C", "C", "H", "H", "H", "H", "H", "H", "H", "H"],
  "xyz": [[1.655944, -1.305766, -0.780687], [0.206146, -1.275570, -1.270451], [-0.543817, -0.427306, -0.537047], [-1.796868, -0.236431, -0.649025], [-2.369685, -1.265361, -1.471220], [0.089222, 0.398960, 0.299884], [-0.667507, 1.417914, 0.894189], [0.238254, 2.312780, 1.768321], [0.030790, 3.626322, 1.627191], [-1.044075, 4.063798, 0.300124], [-1.500671, 2.441693, 0.158396], [-2.148951, 1.514252, 0.825798], [2.021896, -0.423785, -0.293078], [1.772802, -2.229335, -0.298388], [2.254836, -1.416653, -1.782192], [-0.118064, -1.722272, -2.064399], [-3.051348, -1.619583, -0.943177], [1.007014, 1.849611, 2.511156], [0.423414, 4.568995, 2.111662], [-3.045192, 1.053207, 1.158390]],
  "forces_ev_per_angstrom": [[-0.29, -0.96, -5.28], [3.23, 2.22, 4.16], [-0.91, 0.34, -1.11], [-1.74, -1.42, -0.29], [1.56, 0.61, -1.37], [1.06, -0.43, -0.37], [-0.05, 2.22, 0.62], [0.55, -1.73, 2.08], [0.40, 1.16, -0.22], [-0.18, 0.70, -0.39], [-0.66, -0.45, 0.49], [1.60, 0.21, -0.11], [-0.39, 0.14, 0.31], [0.52, -0.92, 1.26], [-0.72, 0.27, 1.88], [-0.74, -0.84, -1.35], [-1.26, -0.50, 0.98], [-1.56, 1.00, -1.39], [0.01, -1.73, -0.28], [-0.45, 0.09, 0.38]]
}


No. 3
{
  "formula": "C7H8N2O2S",
  "method": "the ωB97M-V functional and the def2-TZVPD basis",
  "largest_force_ev_per_a": 0.91,
  "e_above_lowest_kj_mol": 192.10,
  "homo_ev": -8.9,
  "symbols": ["C", "C", "C", "C", "C", "C", "C", "H", "H", "H", "H", "H", "H", "H", "H", "N", "N", "O", "O", "S"],
  "xyz": [[-0.155058, 3.581413, 0.146103], [-0.696391, 1.035219, -0.592772], [-0.575380, 0.086203, 0.338958], [0.125519, -1.174036, -0.007180], [0.213925, -2.202703, 0.939386], [1.388202, -3.455913, -0.543180], [1.278989, -2.448369, -1.503261], [-0.494266, 4.594016, 0.376062], [0.331103, 3.202990, 1.042719], [0.535984, 3.602000, -0.699483], [-0.359771, 0.846077, -1.622194], [-1.583011, 0.975102, 1.652388], [-0.270025, -2.080416, 1.899654], [1.931252, -4.374522, -0.745243], [1.723517, -2.570455, -2.497965], [0.861446, -3.337524, 0.662478], [0.661975, -1.303711, -1.236962], [-2.284934, 2.357607, 1.079373], [-1.058938, 0.126156, 1.571439], [-1.574139, 2.540865, -0.260320]],
  "forces_ev_per_angstrom": [[0.12, 0.29, 0.01], [-0.21, 0.64, -0.62], [0.16, -0.35, -0.56], [0.28, -0.72, -0.11], [0.08, 0.19, -0.70], [0.14, 0.05, -0.15], [0.06, 0.12, 0.03], [-0.20, -0.11, -0.22], [0.02, -0.31, -0.07], [-0.08, -0.03, 0.08], [-0.14, 0.23, 0.67], [-0.03, -0.13, 0.03], [0.17, -0.15, 0.04], [-0.07, 0.07, -0.09], [-0.22, 0.09, 0.38], [-0.29, 0.16, 0.41], [-0.16, -0.11, 0.50], [0.31, -0.08, -0.69], [-0.02, 0.23, 0.40], [0.06, -0.07, 0.67]]
}


No. 4
{
  "formula": "C7H8N2O3",
  "method": "the ωB97M-V functional and the def2-TZVPD basis",
  "largest_force_ev_per_a": 3.30,
  "e_above_lowest_kj_mol": 662.87,
  "homo_ev": -9.5,
  "symbols": ["C", "C", "C", "C", "N", "O", "C", "O", "C", "N", "H", "H", "H", "H", "H", "H", "C", "O", "H", "H"],
  "xyz": [[-1.283592, 1.693368, -0.474727], [-0.152806, 1.238521, 0.034877], [1.212783, 1.744235, -0.372948], [2.231476, 0.720828, -0.496113], [3.148130, 0.042186, -0.258973], [3.974679, -0.826275, -0.118645], [-0.125162, 0.534727, 1.341988], [0.496099, -0.780806, 1.218445], [0.494903, -1.361412, 0.069993], [0.301511, -1.887504, -0.932234], [-2.187299, 1.492361, 0.026632], [-1.456769, 2.210246, -1.471947], [1.609782, 2.305018, 0.417908], [1.310202, 2.304611, -1.325738], [0.633488, 0.864931, 2.147795], [-0.985965, 0.284697, 1.874521], [-2.292628, -2.627698, -0.428593], [-2.674742, -1.652333, 0.156705], [-1.613598, -2.683862, -1.220945], [-2.640490, -3.615848, -0.187999]],
  "forces_ev_per_angstrom": [[-0.24, 0.36, -1.94], [0.30, 1.66, 0.51], [0.16, -0.75, -2.06], [1.81, -1.39, 0.36], [-1.37, 0.02, -0.54], [0.36, 0.25, 0.11], [2.94, -0.33, 1.45], [0.94, -1.61, -0.71], [-1.04, 0.39, 0.88], [0.91, -0.25, -0.69], [-1.01, -0.47, 0.53], [0.88, -0.48, 1.47], [0.15, 1.54, 1.19], [-0.86, 0.04, 0.66], [-1.32, 0.79, -1.44], [-2.06, 0.35, 0.21], [-1.20, -0.44, 0.72], [0.18, 0.47, 0.07], [1.13, 0.76, -1.49], [-0.67, -0.92, 0.73]]
}


No. 5
{
  "formula": "C7H8N2P",
  "method": "the ωB97M-V functional and the def2-TZVPD basis",
  "largest_force_ev_per_a": 5.83,
  "charge": 1,
  "e_above_lowest_kj_mol": 0.00,
  "homo_ev": -13.3,
  "symbols": ["C", "C", "C", "C", "C", "C", "C", "N", "N", "P", "H", "H", "H", "H", "H", "H", "H", "H"],
  "xyz": [[-0.935504, -1.489383, -1.358013], [-1.790251, -1.697240, -0.215062], [0.084522, -0.538545, -1.314803], [-1.534445, -1.062752, 0.930075], [0.291792, 0.076290, 0.020354], [-0.100958, 0.518523, 2.155753], [1.944202, 1.682258, -0.807547], [-0.535805, -0.188086, 1.032849], [1.155889, 1.057749, 0.281825], [1.169713, 1.585512, 1.881690], [-1.302064, -1.975735, -2.221912], [-2.659951, -2.220013, -0.399031], [0.967325, -0.296035, -1.959716], [-2.184617, -1.196361, 1.815730], [-0.795952, 0.212326, 3.281390], [2.709757, 1.107792, -1.107946], [1.205162, 1.804403, -1.671940], [2.311186, 2.619296, -0.343695]],
  "forces_ev_per_angstrom": [[0.34, 1.84, 0.91], [2.19, 1.36, -1.50], [0.85, -0.35, 2.49], [-2.45, -1.15, 1.55], [-0.70, -0.47, -3.87], [-3.29, -1.33, 4.62], [-3.89, 2.38, 0.89], [2.29, 1.12, 1.27], [0.70, -0.40, -0.84], [-0.47, -0.09, 0.74], [0.44, -0.44, -1.09], [-1.55, -1.37, 0.21], [-1.64, -0.69, -0.17], [0.64, 0.25, -0.56], [2.61, 1.31, -3.89], [2.84, -2.16, -0.93], [1.28, 0.50, 1.14], [-0.19, -0.32, -0.95]]
}


No. 6
{
  "formula": "C7H8N3O",
  "method": "the ωB97M-V functional and the def2-TZVPD basis",
  "largest_force_ev_per_a": 4.05,
  "charge": 1,
  "e_above_lowest_kj_mol": 664.12,
  "homo_ev": [-11.8, -11.1],
  "symbols": ["C", "C", "C", "C", "C", "C", "C", "N", "N", "N", "O", "H", "H", "H", "H", "H", "H", "H", "H"],
  "xyz": [[2.101619, 1.361453, 0.562560], [1.483173, 0.120131, 0.699941], [-2.150992, -1.166810, -0.022331], [0.529803, 2.176725, -0.831789], [-2.742490, 1.160784, 0.251898], [-0.618160, -1.240317, 0.022256], [-0.335263, 1.184639, -0.641920], [1.604474, 2.460001, -0.020100], [-2.776658, -0.065036, 0.124951], [0.029203, 0.152156, 0.408947], [-2.978437, 2.271469, 0.360825], [3.180605, 1.351518, 0.880038], [1.836732, -0.793878, 1.010769], [-2.698035, -1.997036, -0.524619], [0.437248, 2.844033, -1.714145], [-0.176906, -2.040550, 0.510217], [-0.157581, -1.312742, -0.922112], [-0.780288, 0.752483, -1.539236], [-0.356054, 0.517917, 1.321306]],
  "forces_ev_per_angstrom": [[0.85, -2.18, 0.60], [-0.55, 2.90, -1.51], [2.18, -0.32, -1.55], [2.24, 2.42, 0.84], [-0.05, 1.06, 0.16], [-0.73, 3.95, 0.52], [-0.43, -2.35, -0.95], [-0.73, -0.26, -1.15], [-1.16, -0.70, 0.14], [-1.54, -0.24, 1.71], [0.06, -0.25, 0.03], [-1.18, 0.41, -0.19], [0.99, -1.66, 0.67], [0.28, 0.34, 0.98], [-0.26, -0.42, 0.74], [0.49, -1.42, 1.81], [-0.10, -0.47, -2.11], [-0.26, -0.01, 0.25], [-0.10, -0.80, -0.98]]
}


What did the second record say?
{
  "formula": "C7H8N2O2S",
  "method": "the ωB97M-V functional and the def2-TZVPD basis",
  "largest_force_ev_per_a": 5.71,
  "e_above_lowest_kj_mol": 725.50,
  "homo_ev": -7.9,
  "symbols": ["C", "N", "C", "N", "O", "O", "C", "C", "C", "S", "C", "C", "H", "H", "H", "H", "H", "H", "H", "H"],
  "xyz": [[1.655944, -1.305766, -0.780687], [0.206146, -1.275570, -1.270451], [-0.543817, -0.427306, -0.537047], [-1.796868, -0.236431, -0.649025], [-2.369685, -1.265361, -1.471220], [0.089222, 0.398960, 0.299884], [-0.667507, 1.417914, 0.894189], [0.238254, 2.312780, 1.768321], [0.030790, 3.626322, 1.627191], [-1.044075, 4.063798, 0.300124], [-1.500671, 2.441693, 0.158396], [-2.148951, 1.514252, 0.825798], [2.021896, -0.423785, -0.293078], [1.772802, -2.229335, -0.298388], [2.254836, -1.416653, -1.782192], [-0.118064, -1.722272, -2.064399], [-3.051348, -1.619583, -0.943177], [1.007014, 1.849611, 2.511156], [0.423414, 4.568995, 2.111662], [-3.045192, 1.053207, 1.158390]],
  "forces_ev_per_angstrom": [[-0.29, -0.96, -5.28], [3.23, 2.22, 4.16], [-0.91, 0.34, -1.11], [-1.74, -1.42, -0.29], [1.56, 0.61, -1.37], [1.06, -0.43, -0.37], [-0.05, 2.22, 0.62], [0.55, -1.73, 2.08], [0.40, 1.16, -0.22], [-0.18, 0.70, -0.39], [-0.66, -0.45, 0.49], [1.60, 0.21, -0.11], [-0.39, 0.14, 0.31], [0.52, -0.92, 1.26], [-0.72, 0.27, 1.88], [-0.74, -0.84, -1.35], [-1.26, -0.50, 0.98], [-1.56, 1.00, -1.39], [0.01, -1.73, -0.28], [-0.45, 0.09, 0.38]]
}


Copy entry 2 word for word.
{
  "formula": "C7H8N2O2S",
  "method": "the ωB97M-V functional and the def2-TZVPD basis",
  "largest_force_ev_per_a": 5.71,
  "e_above_lowest_kj_mol": 725.50,
  "homo_ev": -7.9,
  "symbols": ["C", "N", "C", "N", "O", "O", "C", "C", "C", "S", "C", "C", "H", "H", "H", "H", "H", "H", "H", "H"],
  "xyz": [[1.655944, -1.305766, -0.780687], [0.206146, -1.275570, -1.270451], [-0.543817, -0.427306, -0.537047], [-1.796868, -0.236431, -0.649025], [-2.369685, -1.265361, -1.471220], [0.089222, 0.398960, 0.299884], [-0.667507, 1.417914, 0.894189], [0.238254, 2.312780, 1.768321], [0.030790, 3.626322, 1.627191], [-1.044075, 4.063798, 0.300124], [-1.500671, 2.441693, 0.158396], [-2.148951, 1.514252, 0.825798], [2.021896, -0.423785, -0.293078], [1.772802, -2.229335, -0.298388], [2.254836, -1.416653, -1.782192], [-0.118064, -1.722272, -2.064399], [-3.051348, -1.619583, -0.943177], [1.007014, 1.849611, 2.511156], [0.423414, 4.568995, 2.111662], [-3.045192, 1.053207, 1.158390]],
  "forces_ev_per_angstrom": [[-0.29, -0.96, -5.28], [3.23, 2.22, 4.16], [-0.91, 0.34, -1.11], [-1.74, -1.42, -0.29], [1.56, 0.61, -1.37], [1.06, -0.43, -0.37], [-0.05, 2.22, 0.62], [0.55, -1.73, 2.08], [0.40, 1.16, -0.22], [-0.18, 0.70, -0.39], [-0.66, -0.45, 0.49], [1.60, 0.21, -0.11], [-0.39, 0.14, 0.31], [0.52, -0.92, 1.26], [-0.72, 0.27, 1.88], [-0.74, -0.84, -1.35], [-1.26, -0.50, 0.98], [-1.56, 1.00, -1.39], [0.01, -1.73, -0.28], [-0.45, 0.09, 0.38]]
}